The molecule C12H14O5 in a non-equilibrium geometry. Source: the Open Molecules 2025 dataset; level of theory: wB97M-V/def2-TZVPD.

energy relative to the best compared isomer or geometry (same formula, charge and spin)	167.6	kJ/mol
multiplicity	1
LUMO level	0.5507	eV
E_HOMO	-0.33873	Eh
SMILES string	COC(=O)C1=C(C)[C@H]2O[C@H]2[C@H]2C[C@@]12C(=O)OC
calculated total energy	-841.71165	hartree

Cartesian coordinates (Å):
1 O 0.7112 -2.5837 1.2863
2 O 1.5742 -0.5553 1.3528
3 O -3.2717 1.1605 0.2095
4 O 1.6462 1.3142 -1.6988
5 O 1.0284 -0.8229 -2.1638
6 C -2.0654 1.7720 0.5947
7 C -1.7503 -0.6135 1.4041
8 C -0.5694 -0.7346 0.3435
9 C 0.6895 -1.2776 1.0860
10 C -0.3174 0.4513 -0.5937
11 C 1.9627 -3.0914 1.6193
12 C -0.9936 1.6559 -0.4399
13 C -1.8726 -1.6440 0.3256
14 C 2.9728 0.9744 -1.9033
15 C 0.8168 0.2114 -1.5453
16 C -0.9386 2.7611 -1.4452
17 C -2.7307 0.5624 1.3639
18 H -2.4235 -1.4309 -0.6133
19 H 2.1082 -4.1984 1.3999
20 H -1.9362 2.5371 1.2963
21 H 2.7721 -2.5133 1.1944
22 H -0.1930 2.7684 -2.1984
23 H 2.0182 -2.8832 2.6755
24 H -1.8225 2.7319 -2.0202
25 H -1.3313 -1.0370 2.3564
26 H -1.8861 -2.7308 0.5755
27 H 3.5091 0.7455 -0.9782
28 H 3.1834 0.1548 -2.6141
29 H -0.9264 3.7192 -0.9101
30 H 3.3089 1.8388 -2.3254
31 H -3.2729 0.7575 2.3661